1.
This record from OMol25 describes a molecular structure, C31H31BaCl3GeN3O10P2. The level of theory is wB97M-V/def2-TZVPD.

**Net charge**: -1
**Frontier orbital gap**: 8.72 eV

Cartesian coordinates (Å):
Ba -2.17174 2.41568 -1.33622
C -5.47828 -0.70408 -0.49380
C -4.46118 -0.33062 -1.52589
O -3.70474 0.62523 -1.36493
N -4.41041 -1.08914 -2.63813
C -3.28787 -0.97470 -3.54933
C -2.16764 -1.82389 -3.00497
C -1.76677 -3.01359 -3.58597
C -0.78944 -3.76437 -2.93990
C -0.25524 -3.29940 -1.75015
C -0.73361 -2.10287 -1.23748
N -1.66922 -1.37095 -1.84998
H -5.77616 0.19289 0.04352
H -5.01085 -1.38369 0.22657
H -6.35379 -1.18568 -0.93450
H -4.91493 -1.95704 -2.62223
H -2.99913 0.06650 -3.57141
H -3.57834 -1.27864 -4.55243
H -2.20758 -3.34823 -4.52084
H -0.46404 -4.71283 -3.35548
H 0.51267 -3.84849 -1.21292
H -0.36378 -1.71815 -0.28805
O -1.73589 4.36327 -2.92741
P -1.80016 5.30124 -1.59111
O -1.11862 6.57978 -1.68824
O -1.45022 4.37334 -0.39977
O -3.45087 5.46189 -1.43906
P -4.45935 4.15268 -1.29594
O -3.83251 3.49387 0.08523
O -5.86706 4.48971 -1.18487
O -4.00207 3.25465 -2.46040
H -2.68669 3.96010 -2.85294
H -2.89727 3.92151 0.00752
O 0.04983 1.64001 -1.70967
C 0.08772 1.65141 -0.43936
O -0.86801 1.20956 0.28834
C 1.29702 2.26654 0.25489
C 1.55002 1.51529 1.56050
Ge 2.40658 -0.14570 1.27672
C 3.56602 -0.57191 2.74623
C 3.86589 -1.90460 3.06176
C 4.73578 -2.22007 4.10691
C 5.31988 -1.19880 4.85832
C 5.03262 0.13106 4.56017
C 4.16239 0.43821 3.51212
C 1.11951 -1.54557 1.07862
C -0.18931 -1.38933 1.55288
C -1.11035 -2.42987 1.46806
C -0.73091 -3.64640 0.90367
C 0.56401 -3.81522 0.40930
C 1.48700 -2.76901 0.49344
C 3.53380 -0.22618 -0.28822
C 4.86302 -0.64920 -0.18100
C 5.68724 -0.74101 -1.30637
C 5.19241 -0.39951 -2.55932
C 3.87030 0.02857 -2.68938
C 3.04643 0.11078 -1.56408
H 1.05665 3.32347 0.43870
H 2.14533 2.25272 -0.42969
H 0.57819 1.30007 2.01718
H 2.13077 2.08571 2.28804
H 3.40863 -2.71293 2.49438
H 4.95298 -3.26177 4.33502
H 5.99559 -1.43933 5.67153
H 5.48292 0.93074 5.14026
H 3.95365 1.48214 3.29770
H -0.51107 -0.43761 1.96336
H -2.12060 -2.28396 1.84154
H -1.44577 -4.46200 0.84146
H 0.85547 -4.75807 -0.04270
H 2.49058 -2.90619 0.08859
H 5.26578 -0.91060 0.79071
H 6.71543 -1.07264 -1.19995
H 5.83818 -0.45158 -3.43139
H 3.47960 0.31553 -3.66368
H 2.03025 0.46446 -1.70189
Cl -1.59144 2.00214 4.93092
C -2.47933 2.43288 3.44429
Cl -4.01426 3.19826 3.85774
Cl -1.52558 3.51187 2.48940
C -2.79799 1.16328 2.71157
N -3.08004 0.14838 2.24390

Forces on atoms 1 to 2 (eV/Å):
1.70 -6.24 -1.90
-0.15 -0.13 0.16



2.
This record from OMol25 describes a molecular structure, C31H31Cl2N4OReS. The level of theory is wB97M-V/def2-TZVPD.

**Multiplicity**: 4
**Net charge**: +3
**Frontier orbital gap (spin up / spin down)**: 5.84 / 5.10 eV

Cartesian coordinates (Å):
Re -1.90199 -1.24559 -0.11969
C 0.68465 -0.08499 -4.95959
C -0.32051 -0.74559 -5.90277
C -0.87594 0.32504 -6.85451
C 0.40792 -1.83006 -6.71110
C -1.47961 -1.38558 -5.14656
C -2.49108 -2.05059 -5.87575
C -3.57775 -2.64239 -5.27647
C -3.66167 -2.58418 -3.88632
S -4.89244 -3.22266 -2.83910
C -4.06074 -2.62896 -1.49292
N -2.92502 -1.99429 -1.77120
C -2.67426 -1.94468 -3.14355
C -1.58816 -1.33311 -3.76860
C -4.40007 -2.75479 -0.08169
C -5.53477 -3.36660 0.42020
C -5.70297 -3.44798 1.79848
C -4.74703 -2.93038 2.66514
C -3.61174 -2.30568 2.16580
C -3.43316 -2.18950 0.78415
H 1.49555 0.34635 -5.54551
H 1.13085 -0.80849 -4.27101
H 0.23140 0.72763 -4.38572
H -0.05585 0.79013 -7.40216
H -1.40559 1.10550 -6.30534
H -1.56129 -0.09815 -7.58844
H 1.23926 -1.38361 -7.25720
H -0.24608 -2.30397 -7.44243
H 0.80779 -2.60853 -6.05843
H -2.41789 -2.09163 -6.95364
H -4.33858 -3.13435 -5.86683
H -0.84893 -0.80167 -3.18048
H -6.28164 -3.78668 -0.24216
H -6.58461 -3.92916 2.19973
H -4.88909 -3.01722 3.73386
H -2.87061 -1.91800 2.85504
C 6.94324 3.05984 6.79745
C 5.97103 3.22628 5.69516
C 4.70160 2.58885 5.72794
C 3.79089 2.75778 4.72965
C 4.11300 3.59840 3.62513
N 3.25915 3.84883 2.61072
C 1.86754 3.51370 2.47187
O 1.07395 4.37817 2.25151
N 1.57602 2.17230 2.55636
C 0.24251 1.72877 2.38665
C -0.80852 2.36999 3.04042
C -2.09577 1.90947 2.84564
C -2.30705 0.82225 2.02229
N -1.29660 0.19282 1.39102
C -0.04026 0.65338 1.56396
C 5.38770 4.24694 3.58291
C 6.28151 4.05935 4.58654
H 6.65463 2.27971 7.49646
H 7.02604 4.00485 7.34826
H 7.94201 2.85552 6.40508
H 4.45566 1.96916 6.58024
H 2.81911 2.29012 4.79312
H 3.49655 4.63225 2.00981
H 2.32800 1.51057 2.43726
H -0.62132 3.21717 3.68443
H -2.93571 2.38342 3.33292
H -3.30337 0.43406 1.85757
H 0.74666 0.13667 1.02848
H 5.62520 4.88771 2.74238
H 7.24459 4.55229 4.55281
Cl 0.41991 -2.85371 1.89243
C 0.74158 -3.54434 0.32794
Cl 0.00458 -2.52873 -1.01523
H 0.27361 -4.51733 0.23360
H 1.80399 -3.56213 0.11400

Forces on atoms 1 to 2 (eV/Å):
0.23 -0.30 -0.06
0.00 0.00 0.00



3.
This record from OMol25 describes a molecular structure, C31H31FN5O3PdSSe. The level of theory is wB97M-V/def2-TZVPD.

**Multiplicity**: 3
**Net charge**: -1
**Frontier orbital gap (spin up / spin down)**: 6.05 / 4.24 eV

Cartesian coordinates (Å):
Pd 0.63336 -0.42017 1.14864
C 0.75816 -3.12597 -1.93102
C 1.95645 -2.27972 -2.35471
C 3.00990 -2.28520 -1.24053
C 1.70883 -0.82132 -2.68104
C 2.40500 -0.30533 -3.76552
C 2.42612 1.04863 -4.03504
C 1.80660 1.91006 -3.15225
C 1.09205 1.44936 -2.05661
C 0.50681 2.49788 -1.13507
C 1.11322 2.42170 0.26731
C -1.01931 2.46887 -1.10695
C 0.98330 0.05686 -1.84363
N 0.15048 -0.44840 -0.83601
C -1.10151 -0.82709 -1.13272
C -1.66413 -0.70356 -2.42768
C -2.95511 -1.08800 -2.70012
C -3.77260 -1.62276 -1.71374
C -3.26446 -1.76841 -0.43291
C -1.97340 -1.38561 -0.16830
F -1.51556 -1.57864 1.12686
H 1.06042 -4.17253 -1.87829
H -0.06463 -3.03382 -2.63729
H 0.41262 -2.82655 -0.94564
H 2.39116 -2.74784 -3.24714
H 2.62480 -1.71881 -0.38284
H 3.93131 -1.81296 -1.57432
H 3.23355 -3.30382 -0.92868
H 2.94300 -0.97799 -4.41886
H 2.95177 1.43332 -4.89736
H 1.86491 2.97494 -3.32387
H 0.79597 3.47321 -1.54635
H 0.90296 1.42726 0.75581
H 0.67822 3.20355 0.88678
H 2.19311 2.56105 0.22590
H -1.38709 1.59471 -0.57913
H -1.40902 2.45487 -2.12201
H -1.39124 3.36019 -0.61107
H -1.04678 -0.28835 -3.21007
H -3.34343 -0.97628 -3.70203
H -4.78575 -1.92478 -1.92981
H -3.86085 -2.18437 0.36518
N 3.50683 -7.68538 1.02563
C 3.03705 -6.65390 1.20800
C 2.45951 -5.37810 1.38166
C 1.09294 -5.17946 1.17021
C 0.58379 -3.90167 1.30242
N 1.32743 -2.84042 1.60724
C 2.62318 -3.04039 1.85204
C 3.23296 -4.27615 1.75823
H 0.45203 -6.00851 0.91383
H -0.47461 -3.72825 1.16575
H 3.19548 -2.16560 2.13977
H 4.28421 -4.39323 1.97284
Se 1.17912 -2.38191 5.17033
C 1.09498 -1.13637 3.96980
N 1.08747 -0.28384 3.16591
N -1.53154 1.10574 2.12029
C -1.89612 2.45489 2.18731
C -1.06373 3.34956 2.85861
C -1.36613 4.69875 2.90150
C -2.50061 5.15184 2.26926
C -3.34040 4.29375 1.59877
C -3.04263 2.94099 1.55620
S -2.89506 6.93170 2.21229
O -4.26578 6.98656 2.70028
O -2.74380 7.22478 0.79257
O -1.91380 7.56294 3.07888
H -0.96749 0.82642 2.92353
H -2.32037 0.48924 1.97292
H -0.17321 2.96527 3.33664
H -0.73466 5.39854 3.42305
H -4.21610 4.69876 1.11904
H -3.69013 2.26529 1.01735

Forces on atoms 1 to 2 (eV/Å):
0.71 -0.22 -0.17
0.10 0.07 -0.14



Record-wise M values, in g mol⁻¹: 983.84; 764.80; 758.07
Record-wise DFT total energy values, in Ha: -6282.58246; -2890.05008; -4726.79534